No. 1
The following is a quantum chemistry calculation of a structure of composition C26H52O26Rb2 in a non-equilibrium geometry, from OMol25.

## Properties
LUMO = -0.4939 eV
maximum force = 0.0505 Eh/bohr

Structure (ORCA input):
```
! RIJCOSX wB97M-V def2-TZVPD def2/J DEFGRID3
* xyz 0 1
Rb -0.40574 2.13066 2.12472
Rb 2.36361 3.50554 -2.46968
O -1.35899 -0.25633 0.66825
C -0.97932 0.05406 -0.64194
C 0.38379 0.60923 -1.12876
O 0.93570 1.82416 -0.66980
H -1.84732 0.56733 -1.12257
H -1.09525 -0.87207 -1.25670
H 0.31870 0.59890 -2.23696
H 1.17898 -0.13420 -0.91846
C -6.53315 -4.07224 -2.12142
O -5.49194 -3.12083 -2.26385
C -5.12176 -2.79312 -3.49084
O -5.58705 -3.25916 -4.49872
O -4.17028 -1.87562 -3.52307
C -4.02748 -0.98601 -2.40164
H -6.72540 -4.32072 -1.08474
H -6.24691 -4.98868 -2.64146
H -7.43389 -3.72994 -2.62961
H -4.96095 -0.58159 -2.01096
H -3.37889 -0.16056 -2.66929
H -3.60131 -1.58556 -1.59839
C -2.57207 3.10597 7.11205
O -2.63219 1.74067 6.76060
C -2.01055 1.33067 5.65417
O -1.25106 2.03145 5.02156
O -2.36604 0.08878 5.43044
C -1.89650 -0.59731 4.27008
H -3.50692 3.37535 7.60249
H -2.32374 3.75877 6.28036
H -1.83861 3.24853 7.91122
H -0.90181 -1.02576 4.37210
H -2.01948 0.00522 3.37557
H -2.54680 -1.46110 4.13712
C 3.00533 -1.21474 6.67142
O 2.42228 -1.92206 5.57718
C 1.97787 -1.24581 4.54596
O 1.75152 -0.05258 4.53757
O 1.78183 -2.04195 3.51867
C 1.37284 -1.41026 2.30485
H 2.49328 -0.26613 6.83002
H 4.02194 -0.94710 6.38559
H 2.95122 -1.86052 7.53687
H 0.34205 -1.09269 2.46158
H 1.48108 -2.06525 1.45019
H 1.92101 -0.48329 2.12290
C -5.04530 3.57851 4.09383
O -5.44836 3.34350 2.76386
C -4.49958 2.88374 1.94590
O -3.34112 2.79524 2.22039
O -5.08652 2.47540 0.84024
C -4.26866 1.64060 0.01490
H -4.83864 2.66057 4.65279
H -5.80547 4.12575 4.64145
H -4.09902 4.12305 4.13675
H -3.36103 2.18766 -0.24585
H -4.80055 1.47543 -0.91963
H -4.01344 0.67977 0.45963
C 3.05184 -6.12740 -1.44459
O 1.92329 -5.67302 -0.71410
C 0.97144 -5.02214 -1.37720
O 0.99439 -4.65714 -2.51197
O -0.05296 -4.88121 -0.52097
C -0.80097 -3.69732 -0.64385
H 3.18036 -7.18660 -1.21524
H 3.94488 -5.62655 -1.06954
H 2.93835 -5.96648 -2.51419
H -0.24031 -2.82158 -0.28599
H -1.54260 -3.61010 0.15363
H -1.20690 -3.41023 -1.61075
C 0.09445 6.11359 -5.86114
O -0.67796 4.92587 -5.99969
C -0.40159 3.83093 -5.35389
O 0.66944 3.58031 -4.82373
O -1.45038 3.01567 -5.38819
C -1.30143 1.73477 -4.76471
H 0.51812 6.19167 -4.86091
H -0.55992 6.97673 -5.95300
H 0.82760 6.08901 -6.66238
H -0.23623 1.57137 -4.59920
H -1.63914 0.94848 -5.43531
H -1.83063 1.68307 -3.81688
C 2.99203 -1.71675 -2.62459
O 3.51433 -3.02536 -2.57487
C 4.01158 -3.58063 -3.66441
O 3.84303 -3.18840 -4.78954
O 4.68479 -4.66838 -3.33714
C 5.15547 -5.54426 -4.36032
H 3.48001 -1.08371 -3.36615
H 3.25121 -1.24043 -1.67274
H 1.90335 -1.75733 -2.63226
H 5.29522 -5.01836 -5.30432
H 4.47840 -6.38580 -4.46430
H 6.15708 -5.80302 -4.02089
C 3.31346 2.44213 1.31717
O 4.58037 2.97996 1.71157
C 5.20302 3.82594 0.93651
O 4.80695 4.34066 -0.07545
O 6.37397 4.13914 1.51957
C 7.21389 5.04934 0.84930
H 2.68273 3.15747 0.79795
H 2.84562 2.12775 2.25128
H 3.46478 1.52170 0.75675
H 7.76780 4.57440 0.03878
H 7.88343 5.43569 1.61732
H 6.66038 5.91523 0.47560
*
```

No. 2
The following is a quantum chemistry calculation of a cluster of 3 separate species, C26H53BClN2O7P in total, from OMol25.

## Properties
LUMO (alpha / beta) = 0.3392 / 0.3014 eV
<S²> = 2.0083
maximum force = 0.0183 Eh/bohr

Structure (ORCA input):
```
! RIJCOSX wB97M-V def2-TZVPD def2/J DEFGRID3
* xyz 0 3
C 4.20161 2.16739 -3.87764
C 4.16341 3.13712 -5.06465
C 4.57138 4.53743 -4.58963
C 2.77625 3.09364 -5.74030
C 2.86782 3.32503 -7.25106
C 1.81802 4.10098 -5.12315
O 0.46757 3.65985 -5.43571
B -0.53133 3.97298 -4.59097
C -1.56880 2.89036 -4.10798
C -1.70527 1.71783 -5.03678
O -2.03475 1.72210 -6.16595
Cl -1.26762 0.18542 -4.21092
P -0.85566 5.75334 -3.85110
O -2.18776 6.17211 -4.30562
O 0.33604 6.74288 -4.27575
O -0.73246 5.72451 -2.23536
H 4.99300 2.43710 -3.17475
H 3.25975 2.21130 -3.32237
H 4.37139 1.13981 -4.20066
H 4.90139 2.81666 -5.80472
H 4.07844 4.78732 -3.64551
H 4.31058 5.32336 -5.30174
H 5.64510 4.57634 -4.40335
H 2.34971 2.09775 -5.58754
H 1.95276 3.02480 -7.76121
H 3.08198 4.37222 -7.47979
H 3.68143 2.72801 -7.66918
H 1.94563 4.14941 -4.03895
H 1.95493 5.09428 -5.54889
H -2.54895 3.34901 -3.94500
H -1.20737 2.56056 -3.12721
H 0.57882 7.36738 -3.58266
H -0.23174 4.96995 -1.90133
C -2.53275 0.70930 1.49838
C -1.25219 0.69253 0.63058
C -0.41449 -0.57084 0.87752
C 0.38652 -0.56637 2.17383
C 1.22948 0.70231 2.27591
C 0.38978 1.97648 2.15833
N -0.40772 1.91134 0.88408
O 0.27045 2.27637 -0.13791
C -0.49708 2.12418 3.39984
C 1.28157 3.21042 2.09904
C -1.68259 0.71250 -0.82822
H -2.54063 1.51193 2.22629
H -3.40870 0.86444 0.86853
H -2.66642 -0.23227 2.03265
H 0.28118 -0.69194 0.04054
H -1.08672 -1.43054 0.85219
H -0.27462 -0.67381 3.03640
H 1.03620 -1.44189 2.19126
H 1.76878 0.73287 3.22615
H 1.98410 0.69947 1.48275
H -1.16643 2.98014 3.30010
H 0.14833 2.29850 4.26138
H -1.09185 1.24263 3.61978
H 2.01830 3.13876 1.30356
H 1.80648 3.30618 3.05062
H 0.68850 4.11168 1.93867
H -2.17640 1.65425 -1.07500
H -2.39059 -0.10078 -0.99849
H -0.84036 0.57682 -1.49820
C -3.63371 -5.27043 3.65431
C -2.32376 -4.85952 2.94193
C -1.65922 -6.04727 2.22669
C -0.92405 -7.02088 3.14246
C 0.05963 -6.27338 4.03730
C -0.61332 -5.16799 4.85305
N -1.34894 -4.25264 3.91062
O -0.57224 -3.39783 3.36403
C -1.53314 -5.78928 5.91007
C 0.42762 -4.34203 5.59904
C -2.68627 -3.81144 1.89530
H -3.57504 -5.17432 4.73192
H -4.45069 -4.62252 3.33772
H -3.91490 -6.29818 3.42168
H -0.94385 -5.65166 1.49916
H -2.43089 -6.56774 1.65495
H -1.63206 -7.60011 3.74142
H -0.38116 -7.74328 2.53041
H 0.55354 -6.95943 4.72977
H 0.84286 -5.82802 3.41621
H -2.08438 -5.01613 6.44724
H -0.91367 -6.32438 6.63052
H -2.24491 -6.50434 5.50774
H 1.18642 -3.94687 4.92942
H 0.91451 -4.98020 6.33794
H -0.04056 -3.50536 6.11869
H -3.05936 -2.90158 2.36739
H -3.47539 -4.22332 1.26345
H -1.83854 -3.55277 1.26646
*
```

No. 3
The following is a quantum chemistry calculation of a structure of composition C26H53N12RuS, from OMol25.

## Properties
LUMO (alpha / beta) = -3.9356 / -6.5733 eV
<S²> = 8.7663
maximum force = 0.0131 Eh/bohr

Structure (ORCA input):
```
! RIJCOSX wB97M-V def2-TZVPD def2/J DEFGRID3
* xyz 2 6
Ru -0.20647 -0.46375 -0.53006
C -4.43792 -3.40113 2.24534
N -3.08606 -3.32485 1.68876
C -2.15764 -4.26681 2.30421
C -2.70053 -2.23080 0.98140
N -1.69653 -2.23326 0.13049
C -1.31224 -3.54150 -0.40969
C -0.44442 -3.35694 -1.63166
N 0.73280 -2.53990 -1.30289
C 1.55800 -2.27518 -2.49712
C 2.17650 -0.89219 -2.37368
N 1.05898 0.03794 -2.25189
C 1.05519 1.12030 -3.04029
N 2.19883 1.80110 -3.27534
C 3.23536 1.89613 -2.26342
C 2.48160 2.48013 -4.53226
N -0.08488 1.54097 -3.61325
C -0.36449 2.94020 -3.89663
C -1.08112 0.61102 -4.12159
C 1.56396 -3.07720 -0.19940
C 1.30142 -2.37221 1.13004
N 1.37297 -0.91527 0.96188
C 2.22800 -0.22693 1.70027
N 2.03458 1.09742 1.89915
C 0.78009 1.70031 1.50890
C 3.15638 2.03265 1.92123
N 3.28791 -0.79037 2.35046
C 4.21173 -1.70535 1.70215
C 3.69827 -0.34941 3.67735
N -3.48226 -1.11775 1.23038
C -4.30259 -0.51485 0.20229
C -3.25185 -0.40836 2.46865
H -4.70513 -4.45351 2.32918
H -5.15112 -2.91566 1.58873
H -4.49187 -2.94660 3.23767
H -2.45989 -4.40507 3.34283
H -1.14919 -3.86307 2.31532
H -2.16138 -5.24133 1.81362
H -2.20595 -4.11159 -0.67933
H -0.76681 -4.15793 0.30623
H -1.00374 -2.82019 -2.40299
H -0.14984 -4.32784 -2.04739
H 0.90543 -2.28690 -3.37067
H 2.30986 -3.05863 -2.63162
H 2.78818 -0.67921 -3.25343
H 2.83516 -0.84896 -1.49757
H 2.85510 1.51755 -1.31685
H 3.51721 2.94318 -2.13678
H 4.12875 1.33200 -2.54253
H 1.75505 2.18939 -5.28515
H 3.47215 2.17792 -4.87478
H 2.47101 3.56585 -4.42072
H 0.36428 3.57486 -3.40383
H -1.34700 3.17841 -3.48651
H -0.36750 3.14237 -4.96967
H -0.90721 -0.38294 -3.72074
H -1.02944 0.57227 -5.21273
H -2.07707 0.94024 -3.83031
H 2.60432 -2.91583 -0.47801
H 1.43075 -4.15911 -0.10792
H 1.99612 -2.73313 1.88669
H 0.29820 -2.60651 1.48468
H -0.06254 1.09976 1.85497
H 0.72313 1.84987 0.42078
H 0.70180 2.68656 1.96823
H 4.10063 1.50510 1.99479
H 3.06217 2.71606 2.76472
H 3.15767 2.61789 0.99800
H 3.94666 -1.83342 0.65610
H 4.23247 -2.68046 2.19438
H 5.22007 -1.28572 1.74239
H 2.90717 0.23619 4.13800
H 4.61656 0.24239 3.65328
H 3.88289 -1.23180 4.29152
H -4.08759 -0.97601 -0.76105
H -4.12620 0.55530 0.11471
H -5.36238 -0.66970 0.43192
H -3.04970 -1.11513 3.27731
H -4.14258 0.16081 2.73723
H -2.41660 0.29834 2.39045
C -3.15588 4.14496 2.93706
C -2.33309 3.99270 1.70144
C -1.56278 5.03278 1.18732
C -0.85804 4.79160 0.02514
N -0.89750 3.61578 -0.60846
C -1.67000 2.69925 -0.04162
S -1.83162 1.14998 -0.91789
N -2.37544 2.81087 1.07325
H -2.70820 4.85468 3.62973
H -3.28655 3.18175 3.42497
H -4.14542 4.52127 2.66876
H -1.52181 5.99456 1.67746
H -0.23927 5.55959 -0.42411
*
```

No. 4
The following is a quantum chemistry calculation of a structure of composition C26H54AlBN8OP in a non-equilibrium geometry, from OMol25.

## Properties
LUMO = 2.1256 eV
maximum force = 0.0206 Eh/bohr

Structure (ORCA input):
```
! RIJCOSX wB97M-V def2-TZVPD def2/J DEFGRID3
* xyz -1 1
C -1.64181 -0.18370 0.44011
B -3.20941 -0.33494 0.23051
O -3.97132 0.65308 0.87343
Al -4.03385 -1.95086 -0.95871
C -2.94824 -2.09214 -2.68639
N -3.74371 -1.64402 -3.86902
P -3.79145 -4.00841 0.26229
N -3.39137 -3.88002 1.82451
H -1.18652 0.30260 -0.42442
H -1.20739 -1.18718 0.47683
H -1.38356 0.36688 1.35018
H -4.62437 0.98639 0.25038
H -5.60150 -1.69394 -1.27309
H -2.62139 -3.11977 -2.85389
H -2.04866 -1.47613 -2.57244
H -3.12008 -1.52089 -4.66175
H -4.10112 -0.71543 -3.67833
H -4.94706 -4.82256 0.14114
H -2.85617 -4.84997 -0.39898
H -3.33125 -2.89185 2.04567
C -8.26647 3.76723 2.89452
C -6.74801 3.64219 2.91515
C -6.13957 3.54156 1.51277
C -6.62703 2.36547 0.79835
N -6.99000 1.42293 0.26208
H -8.72659 2.88748 2.44344
H -8.65906 3.86493 3.90689
H -8.58171 4.64436 2.32535
H -6.45779 2.76216 3.49045
H -6.31312 4.50947 3.41580
H -5.05292 3.46454 1.57091
H -6.38489 4.42742 0.92355
C 3.70484 2.36258 -0.99719
C 2.78235 2.11800 0.18678
C 2.05244 0.78049 0.06492
C 1.22824 0.73724 -1.13977
N 0.57649 0.68330 -2.07965
H 3.13879 2.39244 -1.93232
H 4.23201 3.31183 -0.89549
H 4.44782 1.56577 -1.07651
H 2.04733 2.92432 0.25860
H 3.35807 2.12519 1.11236
H 1.39705 0.60770 0.92004
H 2.77496 -0.03236 0.01662
C 3.72025 -4.20197 0.42166
C 3.50934 -4.06137 1.92546
C 2.88945 -2.71257 2.31503
C 3.74025 -1.60860 1.89537
N 4.38177 -0.71649 1.56347
H 4.41314 -3.45002 0.04179
H 4.13056 -5.18325 0.18034
H 2.77907 -4.08966 -0.11830
H 4.46101 -4.18250 2.44831
H 2.85053 -4.85567 2.27655
H 2.70248 -2.63743 3.38867
H 1.92123 -2.58519 1.82236
C 0.30643 5.78547 -1.24846
C 0.91305 6.14135 -2.60030
C 2.26343 5.45618 -2.83725
C 3.25535 5.84633 -1.83725
N 4.02140 6.14586 -1.04086
H 0.94407 6.12016 -0.42895
H -0.66676 6.26041 -1.12712
H 0.16723 4.70720 -1.15327
H 1.03853 7.22305 -2.67970
H 0.23392 5.83821 -3.39840
H 2.66180 5.70615 -3.82120
H 2.14687 4.37145 -2.79043
C 4.35279 0.68097 -5.25960
C 5.53929 0.77860 -4.30779
C 6.01434 -0.58990 -3.80638
C 4.96134 -1.29678 -3.07967
N 4.12257 -1.83074 -2.51801
H 3.48517 0.24064 -4.76655
H 4.06314 1.67039 -5.61354
H 4.59582 0.06997 -6.13134
H 5.26673 1.40041 -3.45344
H 6.37267 1.27346 -4.81032
H 6.86964 -0.47954 -3.13895
H 6.32390 -1.21728 -4.64421
C -0.06416 -5.45794 3.24335
C -0.50403 -5.48159 4.69998
C -0.86569 -4.08427 5.21516
C 0.27025 -3.17680 5.10392
N 1.16957 -2.46365 5.01625
H 0.83984 -4.85906 3.12309
H 0.15765 -6.46574 2.89067
H -0.83310 -5.03303 2.59530
H 0.28983 -5.90211 5.32283
H -1.37761 -6.12440 4.81910
H -1.18242 -4.11849 6.25858
H -1.68495 -3.66359 4.62841
*
```